No. 1
C26H30N6O2 | ωB97M-V with the def2-TZVPD basis set

XYZ file:
```
64
Properties=species:S:1:pos:R:3:forces:R:3:mulliken_charge:R:1
C -0.8839 5.0757 -0.2954 -0.2672 0.1227 0.0836 -0.82
H -1.0757 5.8412 -1.0462 -0.0146 -0.0274 0.0829 0.26
O 0.3090 4.4364 -0.6965 0.2294 -0.1909 -0.1649 -0.51
C 0.6933 3.3223 -0.0106 0.1956 -0.1987 0.1945 0.48
C 0.0688 2.8472 1.1358 0.0284 0.3891 -0.0994 -0.55
C 0.4779 1.6496 1.6926 0.2740 -0.0673 -0.0624 -0.31
C 1.5158 0.9225 1.1372 -0.0986 -0.0379 0.1869 0.51
C 2.1724 1.4239 0.0186 -0.0190 0.0965 -0.0165 -0.32
C 1.7688 2.6123 -0.5485 -0.0669 0.2239 0.1209 -0.38
H 2.2595 3.0011 -1.4269 0.0491 0.0455 -0.1354 0.49
H 2.9869 0.8652 -0.4193 0.0754 -0.0165 -0.0629 0.48
C 1.9367 -0.3960 1.7350 0.1572 0.6450 0.2357 -1.04
N 1.9147 -1.4464 0.7547 -0.7540 -1.2828 -0.4626 0.91
C 0.9759 -2.3748 0.4581 0.6663 0.1702 0.0425 -0.01
N 1.4451 -3.1079 -0.5312 -0.9294 -0.3551 0.3591 -0.37
N 2.6369 -2.6182 -0.8361 0.6050 -0.2879 -0.6478 -0.66
N 2.9316 -1.6373 -0.0914 0.7633 0.8662 0.4304 -0.50
C -0.3190 -2.6163 1.1477 -0.1691 0.0099 0.1270 -0.60
N -1.1042 -1.4120 1.3605 0.1088 0.1513 -0.0484 0.78
C -1.9473 -1.0916 0.2073 -0.0423 0.0695 -0.1313 -2.10
C -1.1859 -0.4587 -0.9251 -0.0373 -0.3933 -0.1216 0.81
C -0.4550 -1.1641 -1.8181 -0.3744 0.2243 0.2377 0.19
C 0.3278 -0.5268 -2.8245 0.1388 0.4185 -0.1865 0.59
C 1.1995 -1.2211 -3.6728 -0.0260 0.1803 0.0094 -0.77
C 1.9537 -0.5424 -4.5966 -0.0060 -0.0822 -0.0183 -0.84
C 1.8629 0.8506 -4.7205 -0.1434 -0.0010 0.1504 0.94
C 1.0046 1.5457 -3.8926 0.0612 -0.0242 -0.0303 -0.54
C 0.2416 0.8715 -2.9390 0.1397 -0.6242 -0.1723 -0.38
N -0.6136 1.5404 -2.1084 -0.1031 0.2627 -0.0862 0.11
C -1.3309 0.9860 -1.0746 0.0802 0.1275 -0.2623 0.01
O -2.0593 1.6953 -0.3953 -0.2759 0.0646 0.1811 -0.71
H -0.6910 2.5456 -2.2140 -0.0434 -0.1324 0.1313 0.31
H 0.9213 2.6209 -3.9681 0.0094 0.1491 -0.0298 0.34
C 2.6982 1.5588 -5.7410 -0.0034 0.0037 0.0027 -1.61
H 2.4671 1.1893 -6.7393 0.0215 0.0239 -0.0835 0.37
H 3.7551 1.3720 -5.5561 0.0825 0.0319 -0.0327 0.35
H 2.5234 2.6311 -5.7167 0.0270 0.0775 -0.0402 0.35
H 2.6328 -1.0818 -5.2395 0.0817 -0.0775 -0.0693 0.42
H 1.2849 -2.2918 -3.5687 0.0163 -0.1345 0.0189 0.41
H -0.4203 -2.2434 -1.7730 -0.0510 -0.0611 0.0260 0.68
H -2.6914 -0.3602 0.5284 0.0085 -0.1363 -0.0033 0.67
H -2.4698 -1.9910 -0.1606 0.0043 0.0508 0.0565 0.28
C -1.8726 -1.3997 2.5998 -0.0234 -0.0361 0.1900 -0.39
H -2.4355 -0.4620 2.5754 0.0353 -0.0710 -0.0005 0.80
C -2.8692 -2.5786 2.7901 -0.0197 0.0173 -0.0019 -0.95
H -2.7346 -3.3382 2.0214 -0.0628 -0.0148 -0.1011 0.22
H -3.8934 -2.2139 2.7149 -0.0402 -0.0425 -0.0561 0.35
C -2.6003 -3.1456 4.1875 -0.1315 0.0490 0.0617 -0.72
C -1.9430 -1.9896 4.9367 0.1600 -0.1113 -0.0124 -0.79
C -1.0228 -1.3815 3.8829 -0.2043 0.1086 0.0081 -0.71
H -0.7029 -0.3733 4.1423 0.1136 0.0374 -0.0445 0.17
H -0.1340 -2.0065 3.7849 0.0703 -0.0182 -0.0172 0.37
H -1.4034 -2.3152 5.8250 -0.0399 0.0553 0.0762 0.41
H -2.6980 -1.2615 5.2367 -0.0376 0.0505 0.0633 0.32
H -3.5100 -3.4938 4.6742 0.0150 -0.1090 0.0248 0.37
H -1.9058 -3.9859 4.1296 0.0143 -0.0464 0.0217 0.29
H -0.8509 -3.3682 0.5417 0.0660 0.0292 0.1203 0.21
H -0.0938 -3.0790 2.1135 -0.0764 -0.0189 -0.0951 0.62
H 2.9667 -0.3300 2.1023 -0.1884 -0.1199 0.0357 0.45
H 1.2666 -0.6697 2.5491 0.1297 -0.0118 -0.0519 0.11
H -0.0364 1.2735 2.5628 -0.0942 -0.0844 0.1097 0.11
H -0.7560 3.3760 1.5824 -0.1253 0.0520 -0.0270 0.37
H -1.7172 4.3670 -0.2653 0.0352 0.0321 0.0090 0.31
H -0.7725 5.5531 0.6829 0.0056 -0.0204 -0.0221 0.33
```
Forces are in eV/Å.

## Properties
- SMILES: COc1ccc(Cn2nnnc2CN(Cc2cc3ccc(C)cc3[nH]c2=O)C2CCCC2)cc1
- Spin multiplicity: 1
- Highest occupied orbital energy: -8.1 eV
- Gap between HOMO and LUMO: 8.606 eV

---

No. 2
C7H14N3O | ωB97M-V with the def2-TZVPD basis set

XYZ file:
```
25
Properties=species:S:1:pos:R:3:forces:R:3:mulliken_charge:R:1
C 2.2894 -1.7806 -0.6313 -2.5501 1.7016 -0.7785 -0.30
C -0.5624 -0.0539 -0.9345 0.5012 2.3427 0.3939 -0.64
C -0.2531 -0.3020 1.5184 -2.6305 -1.7510 -1.3156 -0.88
C -1.2892 0.0036 0.4025 -0.4140 0.7137 -0.3090 0.43
C 0.5391 1.0423 -0.9910 -0.3544 -0.5281 -1.7740 -0.64
C 1.7794 0.3291 0.4084 -0.8757 0.3088 0.1484 -0.26
C -2.4538 -0.9494 0.3320 -1.7719 -0.1335 -0.6710 -1.47
N 2.1253 -0.9826 0.3536 0.4320 -2.5399 -0.2588 -0.26
N 0.7798 0.6590 1.3443 1.4765 1.1717 -0.7679 0.79
N 0.2325 2.3548 -0.7282 -1.0816 -3.2766 0.3952 -0.26
O 0.5226 1.8753 1.4849 0.5514 -1.0014 1.4798 -0.57
H 2.2192 -2.8725 -0.5495 1.0854 0.3624 0.5868 0.31
H 2.0163 -1.4180 -1.6658 0.9002 -0.2850 0.6935 0.25
H -0.1664 -1.0102 -1.1337 1.0542 -1.2161 0.3753 0.39
H -1.1974 -0.0113 -1.8080 -0.6208 0.9457 -0.1004 0.51
H -0.7857 -0.4130 2.4541 0.5462 0.8765 0.5675 0.40
H -0.0134 -1.3184 1.2023 1.1248 0.2003 0.5679 0.37
H -1.7080 1.0344 0.5643 0.2456 -0.8821 -0.1089 0.17
H 1.1635 0.9042 -1.8826 0.3686 0.2199 0.5460 0.42
H 2.5888 1.0124 0.3289 0.4094 0.8625 0.1155 0.49
H -2.2528 -2.0425 0.2143 0.3097 0.7814 0.8250 0.35
H -2.8487 -0.7452 -0.7016 -0.4771 -0.0061 1.1949 0.38
H -3.2440 -0.7136 1.1209 1.0264 -0.6707 -1.1436 0.36
H -0.4604 2.3894 0.0319 0.3370 1.0383 -0.6091 0.33
H 0.9794 3.0086 -0.7344 0.4074 0.7650 -0.0529 0.29
```
Forces are in eV/Å.

## Properties
- Total charge: +1
- Spin multiplicity: 1
- Highest occupied orbital energy (alpha / beta): -13.3 / -13.3 eV
- Gap between HOMO and LUMO (alpha / beta): 8.147 / 8.146 eV

---

No. 3
C22H19N6O5SV | ωB97M-V with the def2-TZVPD basis set

XYZ file:
```
54
Properties=species:S:1:pos:R:3:forces:R:3:mulliken_charge:R:1
V 0.2269 -0.1823 -0.1933 -0.0611 -0.8342 -1.1937 0.73
N -1.6262 -0.5462 -1.4469 0.1056 0.0348 0.2675 -0.32
C -1.3656 -1.3829 -2.6311 0.0142 0.0362 0.0135 -0.80
C -0.9246 -2.7787 -2.2191 -0.0778 -0.1754 -0.0074 -0.48
C 0.4455 -2.8947 -1.5496 0.2184 0.1790 -0.2925 0.40
O 1.2004 -3.7859 -1.9022 -0.1105 -0.0427 0.0915 -0.74
O 0.7374 -2.0199 -0.6381 -0.2339 0.2198 0.3155 -0.52
H -2.2570 -1.0570 -0.8289 0.0470 0.0448 0.0532 0.17
H -2.0887 0.3156 -1.7141 0.1175 0.0390 -0.0753 0.20
H -0.5962 -0.8950 -3.2278 0.0080 -0.0007 0.0003 0.42
H -2.2705 -1.4711 -3.2448 0.0265 -0.0065 -0.0024 0.43
H -0.9007 -3.4190 -3.1013 0.0082 0.0037 0.0282 0.31
H -1.6607 -3.2040 -1.5295 -0.0203 0.0254 0.0373 0.26
C -6.8421 2.3480 3.2645 -0.0613 0.0327 -0.0005 -1.46
C -5.6984 1.4249 2.9474 0.0331 -0.0127 -0.0200 1.08
C -5.1660 1.3571 1.6624 -0.0199 0.0057 0.0121 -1.09
C -4.1106 0.5085 1.3739 0.0365 -0.0085 -0.0087 -0.13
C -3.5680 -0.2881 2.3714 0.0119 0.0784 -0.0410 -0.04
C -4.0891 -0.2373 3.6531 -0.0221 -0.0492 0.0275 -0.26
C -5.1480 0.6137 3.9332 0.0162 -0.0272 0.0286 -0.72
S -2.1773 -1.3407 1.9859 -0.0002 -0.0343 -0.0059 1.12
O -2.5486 -2.0889 0.8058 -0.0095 -0.0865 0.0215 -0.80
O -1.9078 -2.0830 3.1923 0.0113 0.0506 -0.0720 -0.75
N -1.0195 -0.3259 1.5611 0.0572 0.1481 0.1142 0.16
C -0.7112 0.7118 2.4369 -0.0390 0.0919 0.0860 -0.54
C -0.8375 0.7203 3.8079 0.0210 -0.0070 0.0740 -0.41
C -0.5576 1.8775 4.5663 -0.0289 -0.0742 -0.0374 -0.87
C -0.1547 3.0382 3.9776 0.0146 0.0082 -0.0754 -1.06
C 0.0048 3.0693 2.5710 -0.0378 0.2114 -0.0201 1.15
C 0.4033 4.2313 1.8716 0.0106 -0.0085 -0.0049 -0.69
C 0.5366 4.2049 0.5129 -0.0464 -0.1805 -0.0099 -0.95
C 0.3121 2.9868 -0.1581 0.0270 0.0595 0.0749 -0.21
N -0.0579 1.8923 0.4645 0.0197 -0.0247 -0.0366 0.09
C -0.2546 1.9159 1.8104 0.0599 0.0679 0.2294 0.79
H -7.1500 2.9103 2.3834 0.0009 -0.0033 -0.0008 0.34
H -6.5702 3.0650 4.0412 0.0237 -0.0105 0.0055 0.32
H -7.7079 1.7898 3.6260 0.0032 -0.0020 0.0000 0.34
H -5.5843 1.9784 0.8790 0.0005 -0.0003 -0.0036 0.29
H -3.7043 0.4645 0.3718 0.0335 0.0046 -0.0145 0.29
H -3.6667 -0.8731 4.4190 0.0305 0.0058 -0.0017 0.44
H -5.5476 0.6481 4.9407 -0.0167 0.0119 -0.0036 0.38
H -1.1326 -0.1837 4.3189 -0.0193 -0.0353 -0.0276 0.73
H -0.6713 1.8225 5.6420 0.0105 0.0244 0.0078 0.41
H 0.0567 3.9312 4.5523 -0.0082 -0.0116 0.0262 0.37
H 0.6046 5.1364 2.4329 0.0000 0.0043 -0.0003 0.41
H 0.8418 5.0737 -0.0524 0.0075 0.0181 0.0189 0.40
H 0.4763 2.8956 -1.2252 -0.0068 0.0005 0.0020 0.49
O 1.8411 -0.0986 1.1802 -0.0734 0.0666 -0.1884 -0.15
N 2.9794 0.3112 0.7625 -0.0453 0.0298 0.0611 -0.39
C 3.0291 0.6517 -0.5158 0.1935 -0.0096 0.3134 -0.11
C 1.8298 0.5204 -1.2760 0.3798 0.1800 0.3557 1.31
N 1.0095 0.5566 -2.1361 -0.5906 -0.0321 -0.0073 -0.69
C 4.2608 1.1539 -1.0278 -0.0187 -0.0513 -0.1097 -0.12
N 5.2400 1.5657 -1.4734 -0.0004 0.0459 -0.0048 -0.57
```
Forces are in eV/Å.

## Properties
- Total charge: -1
- Spin multiplicity: 2
- Highest occupied orbital energy (alpha / beta): -5.0 / -4.3 eV
- Gap between HOMO and LUMO (alpha / beta): 7.094 / 6.301 eV
- ⟨S²⟩: 1.0732

---

No. 4
C5H14 | ωB97M-V with the def2-TZVPD basis set

XYZ file:
```
19
Properties=species:S:1:pos:R:3:forces:R:3:mulliken_charge:R:1
C -0.6900 2.3856 0.3047 0.0450 -0.4985 -0.9883 -0.52
C -2.0144 2.2637 1.0775 1.0297 0.4551 0.5279 -0.91
H -0.7647 1.9618 -0.7038 -0.1566 -0.0984 0.1172 0.24
H -0.3148 3.3885 0.1045 -0.2061 0.1836 0.4693 0.38
H 0.1016 1.8132 0.7772 0.1123 0.1164 0.1629 -0.02
H -2.7732 1.7022 0.5476 -0.1626 0.0993 -0.0592 0.28
H -2.3530 3.2524 1.3765 -0.4470 0.0203 -0.2397 0.29
H -1.7938 1.7683 2.0225 -0.2574 -0.2339 0.0073 0.29
C 0.4808 -1.5213 -0.3890 -1.8126 0.0533 0.3284 -0.10
C 0.7570 -2.8997 -0.9565 0.4504 -0.2311 -0.3242 -1.26
C 1.6395 -0.5852 -0.1047 -0.2384 -0.0047 -0.1468 -1.02
H -0.2248 -1.6713 0.4478 0.9023 -0.0432 0.5665 0.28
H -0.2898 -1.0363 -1.0089 0.6595 0.1301 -0.5987 0.25
H 1.2623 -3.6180 -0.3012 -0.3168 0.3193 0.4722 0.32
H -0.2158 -3.2999 -1.2359 0.1628 -0.4001 -0.2075 0.35
H 1.4034 0.1124 0.6966 0.1538 -0.2090 0.2331 0.20
H 1.8297 0.0564 -0.9665 0.2513 -0.2189 -0.1323 0.27
H 1.4311 -2.9036 -1.8162 -0.3056 0.3284 -0.3306 0.32
H 2.5289 -1.1694 0.1278 0.1359 0.2319 0.1423 0.38
```
Forces are in eV/Å.

## Properties
- SMILES: CCC.CC
- Spin multiplicity: 1
- Highest occupied orbital energy: -10.8 eV
- Gap between HOMO and LUMO: 11.929 eV